No. 1
DFT (ωB97M-V with the def2-TZVPD basis set) results for an isolated molecule of CH4N4S.

Geometry as XYZ:
```
10
CH4N4S (ωB97M-V with the def2-TZVPD basis set)
S 2.65794 -0.55374 0.03072
N 1.15653 0.04532 -0.01709
N 0.66245 1.19980 0.05045
N -0.64241 1.24831 0.25479
N -1.20243 -0.07096 -0.11861
C -0.11976 -0.86993 0.18136
H -0.94815 2.13770 -0.10962
H -1.31825 -0.22732 -1.18387
H -0.23148 -1.02311 1.30346
H -0.01444 -1.88607 -0.39159
```

Properties
- HOMO energy (alpha / beta): -8.01 / -8.01 eV
- Structure (SMILES): [S-][N+]1=NNNC1
- Lowest unoccupied orbital energy (alpha / beta): 0.223 / 0.224 eV
- Multiplicity: 1
- Relative energy (zero: lowest compared OMol25 entry of this formula, charge and spin): 3.007 eV
- E: -657.56514 a.u.

Here are the Löwdin charges for atoms 1 to 6, given in e:
1 S 0.4832
2 N -0.6953
3 N -0.0185
4 N -0.0280
5 N -0.0436
6 C -0.2572

---

No. 2
DFT (ωB97M-V with the def2-TZVPD basis set) results for a cluster of 2 separate species, C2H7NO4P in total.

Geometry as XYZ:
```
15
C2H7NO4P (ωB97M-V with the def2-TZVPD basis set)
C 2.00342 -1.02053 -0.23479
C -2.35086 1.18015 -0.00278
N 0.40146 0.56467 -1.04226
O -0.70077 -0.67665 1.74140
O -0.88408 -2.30207 -0.27306
O 1.75161 0.27754 -0.69588
O -2.34015 -0.22123 -0.30954
P -0.98983 -0.96888 0.34730
H 3.01677 -0.98621 -0.02710
H 1.75453 -1.78366 -0.93980
H 1.66837 -1.34883 0.73993
H -2.72603 1.71429 -0.85679
H -1.30754 1.56515 0.21960
H -2.83346 1.39252 0.91100
H 0.08801 0.04299 -1.78541
```

Properties
- HOMO energy: -3.94 eV
- Lowest unoccupied orbital energy: 4.082 eV
- Multiplicity: 1
- Total charge: -1
- Relative energy (zero: lowest compared OMol25 entry of this formula, charge and spin): 4.005 eV
- E: -777.48345 a.u.

Here are the Löwdin charges for atoms 1 to 6, given in e:
1 C -0.1930
2 C -0.1950
3 N -0.0635
4 O -0.3192
5 O -0.3464
6 O -0.3045

---

No. 3
DFT (ωB97M-V with the def2-TZVPD basis set) results for the ion C5H6N with charge +1.

Geometry as XYZ:
```
12
C5H6N (ωB97M-V with the def2-TZVPD basis set)
C 1.85678 -0.29412 -0.14457
C 2.07945 0.92744 0.01457
C -0.97311 0.62938 0.68250
C -0.97619 0.55055 -0.82196
C 0.13797 0.03157 0.01522
N 0.84347 -1.30289 0.07522
H -0.66090 1.50419 1.08018
H -1.74447 0.11605 1.33684
H -1.61210 -0.13423 -1.28457
H -0.86040 1.61307 -1.28562
H 0.91306 -1.97220 -0.70745
H 0.99644 -1.66882 1.03964
```

Properties
- HOMO energy: -15.49 eV
- Lowest unoccupied orbital energy: -5.155 eV
- Multiplicity: 1
- Total charge: +1
- Relative energy (zero: lowest compared OMol25 entry of this formula, charge and spin): 8.365 eV
- E: -248.30829 a.u.

Here are the Löwdin charges for atoms 1 to 6, given in e:
1 C -0.1283
2 C 0.2139
3 C -0.0346
4 C 0.0139
5 C -0.2458
6 N 0.2048

---

| no. | F_max (eV Å⁻¹) |
| --- | --- |
| 1 | 4.599 |
| 2 | 4.930 |
| 3 | 3.637 |